Here is 11 unconnected molecules or ions with the total composition C25H60B2Cl2F2N4O18P in a non-equilibrium geometry from OMol25. Energies are from ωB97M-V/def2-TZVPD.

Frontier orbital gap   8.8 eV
Multiplicity   1
Net charge   +1

Structure (XYZ):
```
114
Properties=species:S:1:pos:R:3:forces:R:3
C 1.217082 1.259744 -0.689968 0.8 0.5 -0.2
C 1.011596 0.244249 -0.105402 -0.1 -0.9 -0.1
C 0.751354 -1.021909 0.637850 0.3 1.2 -1.2
C 2.121693 -1.727910 0.697827 -0.1 0.2 0.5
O 2.244313 -2.904209 0.790932 -0.1 -0.4 -0.3
N 3.286435 -0.844832 0.714622 0.0 -0.5 0.0
C 4.200535 -1.193821 -0.290439 0.0 0.0 0.1
O 5.248117 -1.719137 -0.148429 0.2 0.3 -0.1
F 3.730098 -0.836723 -1.491927 -0.1 -0.2 0.0
N 0.207430 -0.524373 1.897498 -0.5 -0.7 0.0
P 0.578715 -1.228975 3.495758 0.8 0.4 1.8
C 0.939213 -3.013124 3.321463 -0.3 0.1 -0.2
O -0.887574 -1.257691 4.226443 -0.2 0.3 -0.8
C -1.032453 -0.025178 1.505754 0.7 -0.9 0.4
N -1.504150 1.018698 2.125250 -0.8 -0.1 -0.1
C -2.834415 1.624061 1.871509 0.4 0.5 0.2
B -2.790000 3.069360 1.165225 -0.5 0.1 -0.4
O -1.675389 3.505520 0.524025 0.5 -0.5 0.8
O -3.934207 3.831614 1.268297 0.6 -0.1 0.6
B -0.692371 1.738140 3.198457 0.4 -0.7 -0.2
O 0.488058 2.252964 2.812882 -0.5 0.4 -0.1
O -1.172790 1.784608 4.479465 -0.2 0.8 -0.5
N -1.522689 -0.787571 0.510157 0.0 0.7 -1.7
C -2.729239 -0.632947 -0.280721 -0.1 0.2 0.7
C -2.922757 0.604447 -1.119101 -0.7 0.0 -0.4
O -3.979689 0.879014 -1.575861 0.1 0.2 -0.1
F -1.855939 1.356215 -1.350527 0.4 -0.1 0.2
C -0.480069 -1.712953 -0.090714 0.3 0.7 1.6
C -0.294232 -1.554505 -1.595961 -1.0 -1.0 -0.2
C -0.894834 -3.107273 0.384457 0.7 -0.8 -0.4
Cl -2.060498 -3.211649 1.690863 -0.1 0.0 -0.1
C -0.455657 -4.298002 -0.063906 -0.2 0.4 0.0
C -0.884469 -5.622336 0.484565 0.2 0.1 0.2
Cl 0.684971 -4.420371 -1.345265 0.1 0.0 0.0
H 1.684196 2.091114 -1.167613 -0.4 0.2 -0.1
H 3.771507 -1.013112 1.597580 -0.1 0.1 0.2
H 0.817240 -3.365701 4.345853 -0.1 0.2 0.2
H 0.275363 -3.601008 2.698135 0.2 -0.1 -0.2
H 1.984414 -3.148190 3.073050 0.1 -0.1 -0.1
H -1.585289 -1.609645 3.654042 -0.1 -0.3 0.2
H -3.254858 1.849939 2.853510 -0.2 -0.2 0.1
H -3.557153 0.950689 1.433037 0.0 -0.1 -0.1
H -1.390367 4.381515 0.804352 -0.2 0.3 -0.6
H -3.918896 4.312917 2.111046 -0.6 0.4 -0.2
H 0.720135 2.988526 3.393931 0.5 -0.3 0.2
H -1.899216 2.405549 4.596582 -0.1 -0.2 0.4
H -2.834951 -1.473909 -0.961274 0.2 -0.2 -0.1
H -3.609582 -0.696913 0.351152 -0.1 -0.1 0.1
H -0.817939 -2.355379 -2.110386 -0.1 0.0 -0.1
H 0.740914 -1.681361 -1.883341 0.2 0.2 0.0
H -0.699313 -0.627965 -1.976531 0.3 0.3 0.1
H -0.515015 -5.719399 1.505232 0.0 0.0 0.1
H -1.964986 -5.708119 0.517286 -0.1 -0.1 -0.1
H -0.448427 -6.430416 -0.087280 -0.1 -0.1 -0.2
C -5.320962 7.277245 2.963051 0.1 0.0 0.1
O -4.098168 6.539315 3.104101 0.0 -0.3 -0.1
H -5.773777 6.999546 2.016244 0.0 -0.1 0.0
H -6.009744 7.032489 3.772708 -0.1 0.0 -0.1
H -5.117142 8.349150 2.963197 -0.1 0.0 0.0
H -3.702095 6.790648 3.942147 0.0 0.0 0.0
C -5.515281 2.107647 -5.014891 0.2 -0.1 0.2
O -4.392978 1.231956 -4.964955 -0.1 0.0 -0.1
H -6.050692 1.902186 -5.938909 0.0 0.0 0.0
H -6.187399 1.932497 -4.171326 -0.1 0.0 0.0
H -5.197532 3.152897 -5.015891 -0.1 0.0 0.0
H -3.919758 1.410177 -4.148103 0.0 0.0 0.0
C 3.881357 0.282276 5.087253 0.2 -0.1 -0.1
O 4.070170 -0.661195 4.033336 0.0 0.0 -0.3
H 2.989582 0.862158 4.862707 0.0 0.0 0.0
H 3.747337 -0.226609 6.043706 0.0 0.1 0.0
H 4.742498 0.951148 5.152468 -0.1 0.1 0.2
H 4.861325 -1.176279 4.236980 0.0 -0.2 0.1
C 0.156091 -2.139579 -5.420175 -0.1 -0.2 0.1
O -0.168738 -2.979243 -4.314399 0.1 0.1 0.0
H 0.313240 -1.132725 -5.038754 0.0 0.0 0.0
H 1.072153 -2.476841 -5.911049 0.0 0.1 0.0
H -0.657343 -2.119614 -6.148327 0.0 0.1 0.0
H -0.307029 -3.866472 -4.663083 -0.1 -0.2 -0.1
C -5.801878 -1.196836 -7.866846 0.1 0.2 0.1
O -5.310240 0.017016 -8.421572 -0.1 -0.1 0.0
H -5.911571 -1.908464 -8.680885 0.0 0.0 0.0
H -5.103007 -1.603340 -7.130654 0.0 -0.1 0.0
H -6.776733 -1.048596 -7.393642 0.0 -0.1 0.0
H -5.204906 0.645479 -7.702682 0.1 0.0 0.0
C 7.239535 -3.275846 3.876130 -0.1 -0.1 0.1
O 6.115577 -3.037063 4.727812 0.0 0.2 -0.2
H 7.713274 -2.317457 3.680741 0.0 0.0 0.0
H 7.960336 -3.936261 4.361372 0.0 0.0 0.0
H 6.925024 -3.717644 2.928001 0.1 0.0 0.0
H 5.697608 -3.883788 4.902657 -0.1 0.0 0.1
C 0.594430 -5.837178 -6.975122 -0.1 -0.1 0.1
O -0.539382 -5.604564 -6.135755 0.2 0.2 0.1
H 1.058085 -4.875222 -7.175816 0.0 0.0 0.0
H 1.320923 -6.485755 -6.480966 0.0 0.0 0.0
H 0.290505 -6.287593 -7.921473 0.1 0.0 0.0
H -0.953492 -6.452953 -5.959828 -0.1 0.0 0.0
C 6.799818 2.296434 2.339764 -0.2 -0.1 0.2
O 5.672396 2.561500 3.177688 0.1 0.1 -0.1
H 7.277724 3.245267 2.113968 0.0 0.0 0.0
H 7.517787 1.648034 2.843135 0.1 0.0 -0.1
H 6.485318 1.825636 1.405380 0.1 0.0 0.0
H 5.258334 1.717376 3.370496 -0.1 -0.1 0.0
C -7.790918 7.699855 -0.267380 0.0 -0.3 0.0
O -8.254224 6.820746 0.756107 0.1 0.2 0.0
H -7.676398 8.690935 0.162965 0.0 0.0 0.1
H -6.823338 7.362083 -0.649604 0.0 0.1 -0.1
H -8.504820 7.753849 -1.092194 0.0 0.1 0.0
H -8.349703 5.950102 0.362427 -0.1 -0.1 0.1
C 10.264405 0.003361 1.766309 -0.1 0.0 -0.2
O 9.210874 0.578583 0.997984 0.1 -0.1 0.1
H 10.547936 0.725796 2.526959 0.0 0.0 0.0
H 9.936828 -0.917716 2.256931 0.1 0.0 0.0
H 11.134351 -0.212050 1.141886 0.0 0.0 0.1
H 8.960464 -0.058782 0.324231 0.0 0.0 -0.1
```
Positions in Å, forces in eV/Å.